Entry 1:
C35H56BrMgN7OSbSi3 | ωB97M-V/def2-TZVPD

The geometry in XYZ format:
```
105
Properties=species:S:1:pos:R:3:forces:R:3
Mg 1.3234 -1.3629 0.1965 0.052 -0.046 -0.037
N -2.0989 -0.4427 2.8368 0.002 0.006 -0.006
C -1.2689 -0.9590 1.9277 0.002 -0.002 -0.002
N -0.1408 -0.4286 1.5758 0.002 -0.005 -0.007
C 0.2488 0.7787 2.1349 -0.006 0.001 -0.004
N 1.4146 1.3014 1.8923 0.001 0.004 -0.001
N 2.1547 0.4885 1.0683 0.000 -0.009 -0.002
C 3.3279 0.8600 0.7590 -0.011 -0.013 -0.004
C 4.1209 -0.0517 -0.0858 0.008 0.007 0.006
C 5.4283 0.2458 -0.4366 0.005 0.000 -0.004
C 6.1426 -0.6709 -1.1951 -0.003 0.000 0.001
C 5.5275 -1.8509 -1.5733 -0.002 0.003 0.001
C 4.2106 -2.0636 -1.1862 0.002 -0.011 0.001
N 3.5182 -1.1906 -0.4666 -0.003 0.007 0.001
C -0.6752 1.4627 3.0354 -0.002 -0.005 0.007
C -0.4128 2.7274 3.5701 0.005 0.001 0.004
C -1.3130 3.3149 4.4316 0.002 0.000 0.000
C -2.4895 2.6458 4.7789 -0.001 -0.002 0.000
C -2.7676 1.3981 4.2625 -0.007 0.001 -0.002
C -1.8559 0.8118 3.3886 0.002 0.002 0.004
H -2.9872 -0.8894 3.0024 0.000 0.000 0.001
H -1.5605 -1.8976 1.4682 0.002 -0.004 0.004
H 3.7512 1.7985 1.1112 0.004 0.001 -0.006
H 5.8767 1.1754 -0.1123 -0.001 -0.001 0.001
H 7.1660 -0.4663 -1.4796 0.001 0.000 0.001
H 6.0477 -2.5965 -2.1576 0.000 0.000 0.000
H 3.6853 -2.9705 -1.4665 0.000 0.000 0.000
H 0.5054 3.2244 3.2902 0.001 -0.001 0.000
H -1.1098 4.2941 4.8426 0.000 0.000 0.000
H -3.1931 3.1102 5.4571 0.000 0.000 0.001
H -3.6804 0.8766 4.5243 0.000 0.001 0.000
Br 4.2196 -4.9112 5.4577 0.002 0.002 -0.001
C 3.4364 -3.9047 4.0760 -0.001 0.000 0.000
C 3.0676 -4.5170 2.8909 -0.002 0.003 0.001
C 2.4885 -3.7328 1.9078 -0.001 -0.005 0.001
N 2.2788 -2.4215 2.0429 -0.020 0.027 0.020
C 2.6421 -1.8517 3.1935 -0.001 -0.002 -0.003
C 3.2212 -2.5465 4.2407 0.000 0.000 0.003
H 3.2176 -5.5751 2.7342 0.001 0.000 0.000
H 2.1619 -4.1680 0.9713 0.002 0.000 -0.001
H 2.4617 -0.7869 3.2861 0.002 0.000 -0.002
H 3.4948 -2.0404 5.1549 0.000 -0.001 0.000
C -2.5491 4.7357 0.6982 -0.001 -0.002 0.003
Si -4.1311 3.7612 0.4525 0.006 0.000 -0.005
C -5.1508 4.5572 -0.9022 -0.005 -0.001 -0.001
C -5.1063 3.7489 2.0544 -0.001 0.003 0.001
Sb -3.4161 1.3574 -0.0463 -0.008 0.013 0.012
Si -5.7078 0.2448 0.1068 -0.005 -0.008 -0.009
C -5.6724 -1.3152 -0.9324 0.001 -0.003 0.004
C -7.1411 1.3221 -0.4322 0.001 0.000 0.004
C -5.9346 -0.2321 1.9139 -0.003 -0.001 0.003
Si -3.2085 1.4834 -2.5793 -0.002 0.000 0.003
C -2.4734 -0.1580 -3.1163 -0.001 -0.001 -0.004
C -2.0224 2.8978 -2.9452 0.001 0.000 -0.001
C -4.8054 1.7722 -3.5144 0.002 -0.006 0.003
H -2.7690 5.7757 0.9538 -0.002 0.001 -0.001
H -1.9379 4.7339 -0.2070 0.000 0.000 0.000
H -1.9535 4.3038 1.5055 0.001 0.001 -0.003
H -5.4287 5.5716 -0.6028 0.001 0.001 0.001
H -6.0689 4.0026 -1.1006 0.001 0.000 0.000
H -4.5908 4.6309 -1.8361 0.000 0.001 0.000
H -5.3553 4.7713 2.3513 0.000 0.000 0.001
H -4.5209 3.2977 2.8578 0.000 0.000 0.000
H -6.0410 3.1928 1.9619 0.000 0.001 -0.001
H -5.5932 -1.0837 -1.9965 0.000 -0.001 0.000
H -6.5892 -1.8924 -0.7868 -0.001 0.001 0.000
H -4.8266 -1.9531 -0.6666 0.000 -0.001 -0.002
H -7.0322 1.6388 -1.4707 0.002 0.000 -0.001
H -7.2360 2.2164 0.1856 -0.001 0.000 -0.003
H -8.0749 0.7590 -0.3488 -0.001 0.001 0.000
H -5.2347 -1.0263 2.1899 0.001 0.002 0.000
H -6.9427 -0.6125 2.0961 0.001 -0.003 0.000
H -5.7723 0.6206 2.5772 -0.003 0.003 -0.003
H -1.6059 -0.4158 -2.5061 -0.001 0.001 0.005
H -2.1777 -0.1343 -4.1693 -0.001 0.000 0.000
H -3.2066 -0.9589 -2.9962 0.002 -0.001 -0.001
H -1.1678 2.8806 -2.2649 0.000 -0.003 0.002
H -2.5197 3.8611 -2.8141 0.001 0.001 0.001
H -1.6609 2.8525 -3.9763 -0.001 0.001 0.000
H -5.5124 0.9551 -3.3596 0.000 0.002 0.000
H -4.5998 1.8313 -4.5871 -0.001 0.001 -0.001
H -5.2904 2.7016 -3.2136 0.001 0.001 0.003
O 0.9458 -0.0403 -1.4237 -0.026 0.032 0.018
C 1.0138 -0.1129 -2.6599 0.013 0.013 -0.004
C 1.2958 -1.4048 -3.3774 -0.003 -0.003 -0.001
C 2.5916 -1.3798 -4.2017 0.001 -0.002 0.002
C 2.4585 -0.7269 -5.5739 -0.001 0.002 0.001
C 2.1187 0.7589 -5.5411 0.001 -0.002 0.000
C 0.7966 1.0718 -4.8512 -0.003 -0.002 -0.001
N 0.8498 0.9927 -3.3956 0.006 0.000 -0.002
H 0.4453 -1.6331 -4.0292 0.001 -0.002 -0.002
H 1.3243 -2.1793 -2.6134 -0.001 0.002 -0.001
H 2.9167 -2.4129 -4.3394 0.001 -0.001 -0.002
H 3.3802 -0.8812 -3.6286 0.001 -0.001 0.001
H 1.6849 -1.2555 -6.1414 0.000 0.000 0.001
H 3.3908 -0.8652 -6.1249 0.000 0.000 -0.001
H 2.0585 1.1306 -6.5662 0.001 -0.001 -0.001
H 2.9152 1.3219 -5.0458 -0.001 0.001 0.000
H 0.0094 0.4109 -5.2278 0.000 0.001 -0.001
H 0.4901 2.0902 -5.0849 0.002 0.001 0.000
H 0.6461 1.8255 -2.8648 -0.005 -0.001 0.002
C 0.3123 -3.1419 -0.4864 -0.004 0.002 0.014
H -0.5280 -2.8781 -1.1456 0.000 0.004 -0.002
H -0.1337 -3.7084 0.3459 -0.004 -0.007 -0.007
H 0.8855 -3.8919 -1.0517 0.000 0.000 0.000
```
Positions in Å, forces in eV/Å.

Properties
Kohn-Sham gap: 6.935 eV
Net charge: +1
HOMO level: -9.89 eV
Spin multiplicity: 1

***

Entry 2:
C7H12N | ωB97M-V/def2-TZVPD

The geometry in XYZ format:
```
20
Properties=species:S:1:pos:R:3:forces:R:3
C -0.0789 -1.4877 0.7067 0.470 -0.150 -0.093
C -1.0036 -0.8465 0.2862 -0.629 0.806 0.206
C 2.9431 0.3740 -1.2274 -0.058 -0.147 3.251
C -2.0604 -0.0826 -0.0716 -1.393 0.817 -0.944
C -2.7298 -0.3366 -1.3753 1.870 -1.744 -0.270
C -2.6047 1.0635 0.7183 0.910 -2.932 1.353
C 3.0872 -0.0301 1.2068 2.755 0.137 -0.455
N 2.4691 0.0229 -0.0692 -0.646 -0.052 -2.885
H 0.6557 -2.1456 1.0523 0.815 -0.508 0.302
H 4.0258 0.7212 -1.2836 -1.365 -0.326 -0.541
H 2.1777 0.3824 -2.0304 1.146 0.008 0.142
H -2.4911 -1.3433 -1.7819 0.266 0.696 0.229
H -2.2527 0.4118 -2.0243 -0.453 0.028 -0.228
H -3.7845 -0.3262 -1.3733 -1.231 0.878 0.200
H -1.9146 1.2716 1.5506 -1.059 -0.163 0.227
H -3.6748 0.7676 0.8660 0.797 0.350 0.724
H -2.6538 1.9125 0.1466 -0.120 2.125 -1.845
H 2.3286 0.1661 1.9172 -0.335 0.687 1.040
H 4.0743 0.5086 1.3375 -1.287 0.457 -0.151
H 3.4873 -1.0036 1.4488 -0.452 -0.968 -0.264
```
Positions in Å, forces in eV/Å.

Properties
Kohn-Sham gap (spin up / spin down): 6.054 / 6.054 eV
Net charge: +1
HOMO level (spin up / spin down): -12.59 / -12.59 eV
Spin multiplicity: 1

***

Entry 3:
CH3MnO3S | ωB97M-V/def2-TZVPD

The geometry in XYZ format:
```
9
Properties=species:S:1:pos:R:3:forces:R:3
S -0.7328 -1.2979 2.8321 -0.430 -0.080 -0.691
O -1.0447 0.2589 2.8338 0.392 -1.055 0.350
O 0.1254 -1.2699 0.7545 -1.040 -0.329 2.636
C 0.2616 0.3547 -1.6040 -0.331 0.010 -0.169
O 0.8497 0.1472 -0.3530 1.066 1.057 -0.946
Mn 0.2399 0.5633 1.3772 0.278 0.367 -1.240
H -0.8238 0.5292 -1.5015 0.194 -0.020 -0.209
H 0.7188 1.2373 -2.0818 -0.155 -0.231 0.024
H 0.4058 -0.5228 -2.2573 0.027 0.280 0.245
```
Positions in Å, forces in eV/Å.

Properties
Kohn-Sham gap (spin up / spin down): 7.959 / 6.704 eV
Net charge: 0
HOMO level (spin up / spin down): -8.28 / -8.52 eV
Spin multiplicity: 7

***

Entry 4:
C6H11ClN3O4 | ωB97M-V/def2-TZVPD

The geometry in XYZ format:
```
25
Properties=species:S:1:pos:R:3:forces:R:3
C 0.9681 -0.8023 -0.6915 -1.732 2.893 3.624
C -0.1940 -0.6096 1.3052 0.967 1.775 -4.473
C 1.8976 0.3463 -0.2106 1.373 -1.013 -1.123
C -1.6194 -0.8623 0.9892 1.086 1.286 0.551
C 0.4996 -1.3298 2.3234 -0.662 -0.677 1.466
C 2.4638 1.0772 -1.4395 -1.123 -1.423 -1.208
N 0.1784 0.8682 1.3661 -0.173 0.355 -0.427
N 1.1242 1.2636 0.5887 -1.565 0.049 0.587
N 1.4436 -2.1509 -0.7090 -0.553 0.563 -0.779
O -0.3245 1.6989 2.1121 -0.134 -0.790 -0.022
O 0.9734 -2.7385 -1.6636 0.409 -1.145 0.153
O 2.1846 -2.5537 0.1632 -0.301 -0.532 -0.420
O 1.5003 2.5191 0.7179 1.303 0.339 -1.191
Cl 3.2281 -0.1460 0.9908 -0.410 0.607 -1.129
H 0.2831 -0.4961 -1.5418 1.003 -0.746 1.160
H -2.1860 -0.1561 0.4760 -0.355 2.045 -0.839
H -2.1876 -1.0868 1.8282 -0.824 -0.743 1.810
H -1.6229 -1.6227 0.3142 -0.085 -2.859 -1.538
H 0.6968 -0.5462 3.1005 -0.035 -1.342 0.096
H 1.4081 -1.8358 2.0085 0.137 0.085 0.043
H -0.2804 -2.0851 2.5584 0.974 0.175 0.898
H 2.9413 0.3422 -2.1198 0.332 0.331 0.871
H 3.0675 1.8946 -1.1868 1.161 0.915 0.340
H 1.6761 1.4464 -2.1295 -0.122 -0.036 0.866
H 1.0160 2.9454 1.4350 -0.672 -0.112 0.687
```
Positions in Å, forces in eV/Å.

Properties
Kohn-Sham gap (spin up / spin down): 8.427 / 8.427 eV
Net charge: +1
HOMO level (spin up / spin down): -14.20 / -14.20 eV
Spin multiplicity: 1

***

Entry 5:
C22H35O3Ti | ωB97M-V/def2-TZVPD

The geometry in XYZ format:
```
61
Properties=species:S:1:pos:R:3:forces:R:3
O 0.1872 0.2014 0.5071 1.588 -0.595 -2.549
C 0.6232 -0.4333 -0.8081 -0.973 0.147 0.779
C 2.0573 -0.0013 -0.6224 0.022 0.222 0.457
H 0.0836 0.0540 -1.6243 0.002 -0.256 0.113
H 0.4535 -1.5124 -0.7693 -0.244 0.223 -0.085
C 1.5736 0.7249 0.6433 0.064 0.062 0.196
H 2.4553 0.6366 -1.4122 -0.214 -0.236 0.423
H 2.7500 -0.8207 -0.4086 -0.109 0.099 -0.081
C 1.6098 2.2231 0.4843 0.009 0.292 0.142
H 1.0383 2.5407 -0.3941 0.078 -0.028 0.147
H 2.6573 2.5175 0.3462 -0.164 0.027 -0.011
H 1.2326 2.7264 1.3799 -0.033 0.015 -0.206
C 2.2225 0.2789 1.9262 0.100 0.030 0.287
H 2.2936 -0.8109 1.9686 0.024 0.195 0.088
H 1.6735 0.6431 2.8049 0.117 -0.147 -0.247
H 3.2322 0.7052 1.9529 -0.072 -0.138 0.056
Ti -1.5434 -0.2741 1.6536 0.235 0.077 3.089
C -1.9200 -1.7378 3.4557 0.608 -0.871 -0.408
C -2.4442 -2.3690 2.2926 1.006 -0.328 0.494
C -1.3489 -2.6326 1.4050 0.443 -0.351 0.944
H -3.4753 -2.6888 2.1624 0.328 0.317 -0.108
C -0.1511 -2.1623 2.0203 -0.988 -0.629 0.861
C -0.5039 -1.5733 3.2821 -0.093 -1.094 -0.169
H 0.1966 -1.1717 4.0126 -0.283 -0.028 -0.283
H -2.5035 -1.5151 4.3465 0.264 0.189 -0.365
H -1.4016 -3.1717 0.4612 -0.048 0.394 0.225
H 0.8543 -2.3684 1.6664 -0.257 0.403 -0.082
C -3.1355 0.9200 2.9658 0.230 0.893 -0.480
C -1.9161 1.0852 3.6931 0.231 0.749 -0.802
C -0.9732 1.7380 2.8474 -0.903 0.069 0.159
H -1.7487 0.8293 4.7385 0.031 -0.229 -0.461
C -1.6320 2.0328 1.5994 -1.031 0.275 0.666
C -2.9737 1.5502 1.6906 0.528 1.199 1.149
H -3.7567 1.7011 0.9556 0.422 -0.251 0.085
H -4.0604 0.4817 3.3368 0.348 0.038 -0.137
H 0.0207 2.0634 3.1404 -0.235 -0.187 -0.100
H -1.2173 2.5900 0.7623 -0.104 -0.329 0.240
O 3.2489 0.7097 -3.1823 1.088 0.066 -1.538
C 4.6053 1.1354 -2.9346 0.046 -0.011 0.679
C 5.3858 1.2368 -4.2599 -0.575 0.034 0.076
H 5.0712 0.4158 -2.2374 -0.202 0.179 -0.270
H 4.5667 2.1085 -2.4170 0.029 -0.273 -0.168
C 4.4505 0.5901 -5.3089 -0.100 -0.269 0.582
H 6.3451 0.7145 -4.1980 -0.147 0.225 -0.028
H 5.5541 2.2946 -4.4818 0.120 -0.219 -0.096
C 3.0745 0.5316 -4.6076 -0.466 0.292 -0.173
H 4.7837 -0.4310 -5.5318 -0.016 0.290 -0.089
H 4.4062 1.1753 -6.2339 0.008 -0.257 0.178
H 2.5587 -0.4304 -4.7679 0.213 0.364 0.065
H 2.4182 1.3374 -4.9944 0.228 -0.328 0.271
C -3.7703 -2.2533 -0.9885 -0.079 -0.361 -0.197
C -3.8928 -0.8696 -0.4088 1.871 0.657 0.938
C -5.1221 -0.7256 0.4582 -0.318 0.018 0.238
O -2.6691 -0.5398 0.2880 -2.460 -0.573 -4.206
H -3.7805 -3.0155 -0.1976 0.003 0.135 -0.198
H -2.8334 -2.3346 -1.5506 -0.191 -0.054 0.052
H -4.6175 -2.4290 -1.6615 0.145 -0.173 0.021
H -3.9777 -0.1544 -1.2372 -0.047 0.026 -0.057
H -5.0816 -1.3771 1.3474 0.010 0.220 -0.347
H -5.2367 0.3119 0.7896 -0.120 -0.282 -0.005
H -5.9970 -1.0015 -0.1460 0.030 0.079 0.242
```
Positions in Å, forces in eV/Å.

Properties
Kohn-Sham gap (spin up / spin down): 5.962 / 7.363 eV
Net charge: 0
HOMO level (spin up / spin down): -5.41 / -6.81 eV
Spin multiplicity: 2

***

Entry 6:
C5H7NO | ωB97M-V/def2-TZVPD

The geometry in XYZ format:
```
14
Properties=species:S:1:pos:R:3:forces:R:3
O -2.7338 -0.0001 1.8729 0.448 -1.032 -0.199
C -2.2782 -1.0179 1.6680 -0.567 1.029 0.313
C 0.0210 -1.1218 -0.9806 -0.132 -0.149 -0.092
C 0.3975 0.2773 -1.2429 -0.067 0.187 -0.346
C 0.1389 1.1863 -0.0490 -0.098 0.054 0.018
C 0.9984 0.1837 0.7514 0.008 -0.016 0.291
N 1.3024 -0.6318 -0.4644 0.211 -0.092 0.050
H -0.8035 -1.3961 -0.3187 0.345 0.245 -0.001
H 0.1669 -1.8237 -1.7961 -0.036 0.099 0.055
H 0.6597 0.6239 -2.2399 -0.040 -0.074 0.150
H -0.9054 1.3290 0.2452 0.150 -0.014 -0.057
H 0.6179 2.1648 -0.1444 -0.080 -0.196 0.012
H 0.5004 -0.3901 1.5405 0.045 0.069 -0.084
H 1.9178 0.6165 1.1580 -0.187 -0.107 -0.109
```
Positions in Å, forces in eV/Å.

Properties
Kohn-Sham gap: 10.198 eV
Net charge: 0
HOMO level: -9.13 eV
Spin multiplicity: 1

***

no.,strongest force on any atom (hartree/bohr)
1,0.002
2,0.065
3,0.055
4,0.096
5,0.095
6,0.024